(1)
C4H7O2Si | wB97M-V/def2-TZVPD

```
14
Properties=species:S:1:pos:R:3:forces:R:3
C 0.057358 -0.119278 1.083858 -0.4 -0.9 -1.6
C -0.425411 -0.216952 -0.170360 -1.8 1.6 -2.3
C 0.244284 0.392334 -2.017191 0.7 0.2 0.2
C -1.945699 -0.643256 -0.499721 2.6 -1.3 3.0
O -0.301095 -0.207233 -2.948994 0.0 0.1 1.7
O 1.085297 1.295061 -1.969584 -1.0 -1.0 0.6
Si 1.763464 0.389422 1.397080 1.0 1.5 0.5
H -0.598256 -0.450072 1.876565 -0.2 0.0 0.5
H -2.748276 0.072644 -0.548653 0.3 0.8 -0.4
H -2.229986 -1.306630 0.396344 0.2 0.4 -1.5
H -1.729726 -1.159268 -1.413730 -0.9 -0.6 -0.6
H 1.770428 0.954632 2.797155 0.1 -0.2 -0.1
H 2.142637 1.586573 0.552712 0.0 -0.7 0.2
H 2.914983 -0.587977 1.464519 -0.5 0.0 -0.3
```
Forces are in eV/Å.

## Properties
Energy relative to the best compared isomer or geometry (same formula, charge and spin) ... 35.54 kcal per mole
Energy ... -16233.1083 eV
HOMO ... -4.0 eV
Total charge ... -1

The computed natural (NBO) charges, all in e, follow: atom 1 (C): -0.845, atom 2 (C): -0.032, atom 3 (C): 0.868, atom 4 (C): -0.698, atom 5 (O): -0.733, atom 6 (O): -0.721, atom 7 (Si): 0.895, atom 8 (H): 0.196, atom 9 (H): 0.208, atom 10 (H): 0.165, atom 11 (H): 0.249, atom 12 (H): -0.222, atom 13 (H): -0.137, atom 14 (H): -0.194


(2)
C4H7N3OS | wB97M-V/def2-TZVPD

```
16
Properties=species:S:1:pos:R:3:forces:R:3
C -0.544073 0.846893 -0.253143 -0.6 0.9 -0.8
C -1.486051 -1.119481 0.127218 0.3 -1.0 0.5
C -3.166785 0.490745 0.106855 0.8 2.3 -0.2
C 3.065517 -0.962866 -0.079786 0.3 0.8 -0.8
N 0.394513 -0.107799 -0.209086 0.8 2.9 -0.4
N -0.183851 -1.292457 0.101413 1.5 -1.3 -0.6
N -1.714807 0.234404 -0.083433 -1.1 -1.7 0.7
O 2.616781 1.353037 0.664623 -0.2 1.3 -0.6
S 2.298761 0.629044 -0.564581 -1.3 -2.4 3.0
H -0.462477 1.925513 -0.493459 0.4 -1.0 0.3
H -3.458746 1.114567 -0.763959 -0.6 -0.8 0.4
H -3.687231 -0.487519 0.295381 0.8 1.2 -0.6
H -3.246983 1.164293 0.978458 -0.3 -0.4 -0.2
H 2.508302 -1.506899 0.622464 -1.6 -0.3 0.9
H 3.964597 -0.704938 0.505123 0.1 0.1 -1.1
H 3.102539 -1.576536 -0.954090 0.9 -0.5 -0.5
```
Forces are in eV/Å.

## Properties
Energy relative to the best compared isomer or geometry (same formula, charge and spin) ... 123.24 kcal per mole
Energy ... -21609.4826 eV
HOMO (alpha / beta) ... -7.8 / -7.8 eV
Total charge ... 0

The computed natural (NBO) charges, all in e, follow: atom 1 (C): 0.159, atom 2 (C): 0.015, atom 3 (C): -0.401, atom 4 (C): -0.820, atom 5 (N): -0.338, atom 6 (N): -0.390, atom 7 (N): -0.402, atom 8 (O): -0.870, atom 9 (S): 1.390, atom 10 (H): 0.223, atom 11 (H): 0.201, atom 12 (H): 0.269, atom 13 (H): 0.202, atom 14 (H): 0.271, atom 15 (H): 0.259, atom 16 (H): 0.233


(3)
H4NPS2 | wB97M-V/def2-TZVPD

```
8
Properties=species:S:1:pos:R:3:forces:R:3
N 0.628185 1.192039 0.284686 0.3 -2.1 -0.3
P 0.488970 -0.320646 1.007920 -2.6 0.9 -0.1
S -2.329291 -0.503543 -0.224730 1.3 -0.3 0.7
S 1.241599 -1.507984 -0.486024 0.2 -0.6 -0.3
H 1.055971 1.977256 0.706468 0.4 0.6 0.6
H 0.833827 1.036402 -0.682664 0.0 0.9 -0.7
H -2.562725 0.778426 -0.554739 0.3 0.0 0.2
H 0.643461 -2.651948 -0.050916 0.2 0.5 -0.1
```
Forces are in eV/Å.

## Properties
Energy relative to the best compared isomer or geometry (same formula, charge and spin) ... 41.64 kcal per mole
Energy ... -32513.0476 eV
HOMO (alpha / beta) ... -7.8 / -8.0 eV
Total charge ... 0

The computed natural (NBO) charges, all in e, follow: atom 1 (N): -1.135, atom 2 (P): 0.920, atom 3 (S): -0.606, atom 4 (S): -0.281, atom 5 (H): 0.412, atom 6 (H): 0.396, atom 7 (H): 0.113, atom 8 (H): 0.180